(1)
The following is a quantum chemistry calculation of a 11-piece molecular cluster, C49H92Br4F3N8O11S overall, from OMol25.

Output
* calculated total energy: -385880.0653 eV
* HOMO: -12.566 eV
* molar mass: 1378.0 g/mol
* net charge: +3

Positions of all 168 atoms, in Å:
1 C -0.5712 -0.5977 0.3227
2 F -1.0843 -1.6339 -0.3961
3 F -1.1869 -0.5531 1.5240
4 F 0.7168 -0.6605 0.2786
5 S -0.9439 0.9493 -0.5300
6 O -0.3159 2.0420 0.1586
7 O -0.3175 0.6354 -1.8500
8 O -2.3999 0.9576 -0.6094
9 C -7.4797 4.5587 -3.2278
10 N -6.4075 4.3223 -2.2143
11 C -5.7701 3.1626 -2.2091
12 C -4.8519 2.9046 -1.2418
13 C -4.6319 3.8030 -0.2789
14 C -5.2864 5.0325 -0.2875
15 C -6.1689 5.2795 -1.2878
16 C -3.6162 3.6839 0.7225
17 C -3.5173 2.5375 1.5319
18 C -2.3665 2.3761 2.2630
19 N -1.3849 3.3375 2.3561
20 C -1.4990 4.4609 1.5974
21 C -2.5916 4.6613 0.7570
22 C -0.1269 3.1367 3.1100
23 H -8.4538 4.1054 -2.9685
24 H -7.1896 4.1843 -4.2223
25 H -7.5470 5.6690 -3.3082
26 H -6.1260 2.5658 -3.0531
27 H -4.2852 1.9731 -1.2230
28 H -4.9955 5.8115 0.4168
29 H -6.8124 6.1346 -1.3881
30 H -4.2399 1.7000 1.5237
31 H -2.0872 1.4832 2.8138
32 H -0.7283 5.2248 1.6847
33 H -2.5367 5.5308 0.1516
34 H -0.3655 3.3960 4.1155
35 H 0.6472 3.7269 2.6618
36 H 0.1185 2.0893 3.1014
37 C 6.0132 -1.7639 3.2160
38 N 6.0220 -2.1800 1.7840
39 C 4.9724 -2.8767 1.3645
40 C 4.8208 -3.1526 0.0024
41 C 5.5136 -2.4334 -0.9466
42 C 6.5900 -1.6611 -0.4443
43 C 6.8335 -1.6061 0.9116
44 C 5.1029 -2.5197 -2.3663
45 C 5.0320 -3.7534 -2.9915
46 C 4.6118 -3.6928 -4.3144
47 N 4.3599 -2.5373 -4.9627
48 C 4.4163 -1.3572 -4.3181
49 C 4.7251 -1.3408 -2.9824
50 C 4.1984 -2.5952 -6.4191
51 H 5.4541 -0.8356 3.3257
52 H 7.0128 -1.5856 3.6121
53 H 5.6210 -2.5779 3.8255
54 H 4.2323 -3.1666 2.1495
55 H 4.0146 -3.8612 -0.1600
56 H 7.3461 -1.2157 -1.1261
57 H 7.6905 -1.0251 1.2957
58 H 5.3124 -4.6985 -2.5047
59 H 4.6512 -4.6236 -4.8674
60 H 4.3482 -0.5087 -4.9650
61 H 4.7621 -0.4164 -2.3791
62 H 5.1957 -2.5808 -6.8706
63 H 3.6437 -1.6972 -6.6963
64 H 3.6355 -3.4981 -6.6607
65 C -0.9016 -5.6219 1.5633
66 O -2.2117 -5.4506 1.9301
67 C -2.8598 -4.2432 1.6108
68 C -4.3465 -4.4082 1.8827
69 N -4.8220 -5.2904 0.8035
70 H -4.7764 -4.8361 -0.0988
71 H -4.2135 -6.1367 0.8108
72 C -6.2041 -5.8616 1.0293
73 C -6.7817 -6.3154 -0.2926
74 O -5.7457 -6.8566 -1.0826
75 C -6.2280 -7.8668 -1.9193
76 H -0.6297 -6.6852 1.7327
77 H -0.2263 -4.9552 2.2015
78 H -0.7963 -5.3492 0.5208
79 H -2.8267 -3.8688 0.5844
80 H -2.5355 -3.4969 2.3205
81 H -4.6330 -3.3705 1.7818
82 H -4.6363 -4.7398 2.8509
83 H -6.8462 -5.1012 1.5480
84 H -6.0544 -6.7126 1.7325
85 H -7.2741 -5.5468 -0.8338
86 H -7.4865 -7.0708 0.0369
87 H -5.3475 -8.3855 -2.2826
88 H -6.7808 -7.3774 -2.7604
89 H -6.9659 -8.5327 -1.4939
90 C -2.9549 -4.5592 -4.2176
91 O -2.5205 -3.8189 -3.1033
92 C -1.4860 -2.8842 -3.4103
93 C -2.0886 -1.7015 -4.1650
94 N -1.2505 -0.5064 -4.0342
95 H -1.0269 -0.3151 -3.0431
96 H -0.3135 -0.7932 -4.4636
97 C -1.8144 0.6426 -4.7679
98 C -2.9122 1.4443 -3.9797
99 O -2.5696 2.6996 -3.4952
100 C -1.8203 3.7031 -4.1454
101 H -3.3390 -5.5490 -3.8855
102 H -2.1081 -4.7676 -4.9309
103 H -3.6983 -4.1264 -4.9084
104 H -0.7010 -3.4291 -4.0326
105 H -1.1382 -2.5400 -2.4625
106 H -3.0553 -1.5868 -3.6663
107 H -2.1141 -1.8338 -5.2534
108 H -2.1894 0.1645 -5.6510
109 H -1.0881 1.3611 -5.0089
110 H -3.1221 0.7951 -3.1053
111 H -3.8223 1.4687 -4.6047
112 H -2.2098 3.9750 -5.1353
113 H -0.7629 3.3651 -4.1695
114 H -1.8941 4.6184 -3.5522
115 C 2.8226 2.5918 7.7259
116 O 2.6510 1.2046 7.5068
117 C 1.7272 0.6475 8.4444
118 C 2.0057 -0.8866 8.3775
119 N 1.9307 -1.3197 6.9149
120 H 0.9756 -1.6350 6.6152
121 H 1.9470 -0.3670 6.5525
122 C 3.0684 -2.1663 6.4430
123 C 2.9113 -2.6148 5.0547
124 O 2.9971 -1.6756 3.9846
125 C 1.8580 -1.6281 3.1344
126 H 3.4785 3.0759 6.9677
127 H 3.3243 2.6638 8.6784
128 H 1.7986 3.0806 7.6847
129 H 0.7060 0.8170 8.1330
130 H 1.9302 0.9692 9.4576
131 H 1.3651 -1.4520 9.0860
132 H 3.0589 -0.9714 8.6188
133 H 3.1933 -3.0773 7.0467
134 H 3.9672 -1.5635 6.6507
135 H 1.9123 -3.1277 5.0607
136 H 3.6345 -3.4674 4.9244
137 H 0.9271 -1.3474 3.6651
138 H 1.6552 -2.6114 2.6871
139 H 2.0646 -0.9184 2.3348
140 C 3.8096 4.4457 2.4061
141 O 2.8403 5.1680 1.7440
142 C 3.3590 5.9874 0.6955
143 C 3.6610 5.1868 -0.5543
144 N 2.4140 4.4444 -0.8662
145 H 2.2299 3.7016 -0.1684
146 H 1.5927 5.0940 -0.9457
147 C 2.4688 3.6918 -2.1241
148 C 2.2123 4.5420 -3.3349
149 O 3.0270 5.6959 -3.3621
150 C 2.5019 6.8197 -4.0857
151 H 4.4978 5.2075 2.8196
152 H 4.3221 3.6878 1.8304
153 H 3.3252 3.8761 3.2095
154 H 4.1651 6.6971 0.9840
155 H 2.4883 6.5968 0.4303
156 H 4.4235 4.3611 -0.4397
157 H 3.8871 5.7875 -1.3961
158 H 1.6475 2.9933 -2.0823
159 H 3.3825 3.1389 -2.2330
160 H 1.1879 4.7971 -3.2432
161 H 2.3441 4.0053 -4.2762
162 H 2.3674 6.6071 -5.1586
163 H 3.2712 7.5646 -3.9608
164 H 1.5648 7.0859 -3.6524
165 Br -0.8645 -1.3040 5.3841
166 Br -0.2966 6.1930 -1.2016
167 Br 3.5284 0.9507 0.5106
168 Br 1.1322 -1.2198 -5.9692

=====

(2)
The following is a quantum chemistry calculation of a 2-piece molecular cluster, C25H50Cl2FN3O8PS overall, from OMol25.

Output
* calculated total energy: -95452.2432 eV
* HOMO: -11.851 eV
* molar mass: 673.6 g/mol
* net charge: +1

Positions of all 91 atoms, in Å:
1 C 4.0576 5.7751 -0.3020
2 C 3.1486 6.5005 -1.5006
3 O 1.7494 6.7681 -1.0309
4 C 0.9476 5.6217 -1.4926
5 C -0.4400 5.3654 -0.6562
6 O -1.1188 4.2001 -1.2545
7 C -0.4923 2.9332 -0.8662
8 N -1.4402 1.8704 -0.3107
9 C -1.8479 2.3577 1.0388
10 C -0.7299 2.4395 2.2284
11 N -0.9719 2.4889 3.5856
12 C -2.7181 1.6859 -1.1265
13 C -3.9088 2.7677 -0.9820
14 N -4.9444 2.2553 0.0317
15 C -2.4333 1.4972 -2.7355
16 O -1.2187 0.7200 -2.9919
17 C -0.8866 -0.2057 -1.9010
18 S -2.1739 -1.5746 -2.1675
19 C 0.5554 -0.9033 -2.3762
20 C 0.9231 -2.2782 -1.5679
21 O 0.9664 -3.3983 -2.5657
22 C 1.7845 -4.5129 -2.0689
23 O 2.9756 -4.7187 -2.6531
24 C 1.2707 -5.5244 -0.8886
25 C -0.0120 -6.4662 -1.2775
26 C -0.8313 0.4484 -0.3819
27 F 0.6515 0.7066 -0.1998
28 C -1.2447 -0.5653 0.8230
29 C -0.1703 -0.7944 2.0417
30 C 0.6095 -2.2548 2.0039
31 P 1.5043 -2.6553 3.6892
32 O 0.6200 -1.9995 4.8698
33 O 3.0627 -1.8830 3.8098
34 C 3.8156 -1.9346 2.5485
35 C 3.5604 -0.5296 1.7428
36 O 1.4896 -4.3633 4.0010
37 C 2.7609 -5.0245 3.6987
38 C 2.7084 -5.6956 2.1771
39 H 3.9331 6.3239 0.7424
40 H 5.2236 5.8266 -0.5382
41 H 3.8083 4.6406 -0.1607
42 H 3.1876 5.8150 -2.4533
43 H 3.6804 7.5146 -1.7876
44 H 1.6257 4.6687 -1.4274
45 H 0.6727 5.7576 -2.6423
46 H -0.2944 5.2833 0.5113
47 H -1.1123 6.3366 -0.8262
48 H 0.1028 2.5753 -1.8380
49 H 0.3823 3.2347 -0.1223
50 H -2.2102 3.4971 0.9920
51 H -2.7865 1.7816 1.5023
52 H 0.4110 2.4222 1.9043
53 H -0.0317 2.5357 4.0810
54 H -3.2024 0.6770 -0.7031
55 H -4.4927 2.8519 -2.0197
56 H -3.6207 3.8425 -0.6298
57 H -5.2635 1.3013 -0.2652
58 H -5.7609 2.9078 0.0974
59 H -3.3608 0.9401 -3.1837
60 H -2.3521 2.5810 -3.2288
61 H -2.6308 -1.5447 -3.5240
62 H 0.3375 -1.2403 -3.5030
63 H 1.4339 -0.1264 -2.4692
64 H 0.1456 -2.6124 -0.7607
65 H 1.9878 -2.1334 -1.0790
66 H 0.9403 -4.8472 0.0287
67 H 2.1969 -6.2123 -0.5875
68 H 0.3728 -7.5252 -1.6575
69 H -0.5723 -6.7019 -0.2505
70 H -0.7709 -5.9751 -2.0207
71 H -1.3938 -1.7058 0.4844
72 H -2.3050 -0.3336 1.3257
73 H -0.8227 -0.8340 3.0431
74 H 0.6221 0.0305 2.2181
75 H 1.4262 -2.3413 1.1721
76 H -0.1578 -3.1232 1.8348
77 H 3.5188 -2.8491 1.8814
78 H 4.9709 -2.0268 2.8243
79 H 3.5067 0.3813 2.4762
80 H 2.5999 -0.5074 1.0707
81 H 4.4790 -0.3743 1.0141
82 H 3.7254 -4.3963 3.9004
83 H 2.8299 -5.9634 4.4342
84 H 3.6153 -6.4242 2.0531
85 H 1.7246 -6.3629 2.1654
86 H 2.6766 -4.8062 1.4175
87 C -6.9876 -0.4793 -2.1758
88 Cl -7.0511 1.2547 -2.5137
89 Cl -5.9475 -0.8190 -0.7872
90 H -7.9973 -0.8370 -1.9599
91 H -6.5918 -0.9983 -3.0521

=====

no.,HOMO-LUMO gap (Eh)
1,0.2130
2,0.3496